4 unconnected molecules or ions with the total composition C16H26F4N3O7PS, computed with ωB97M-V/def2-TZVPD.

The geometry in XYZ format:
```
58
Properties=species:S:1:pos:R:3:forces:R:3
C 4.82614 -0.65618 2.62799 -0.4 0.2 -0.6
C 4.82900 -1.39926 1.29358 0.7 -0.2 1.1
O 3.57771 -2.09758 1.11695 -1.0 1.3 0.1
P 2.54101 -1.26975 0.19387 -0.4 -1.5 -1.2
O 2.97863 -1.36138 -1.19947 0.3 0.7 -0.5
C 0.92055 -2.10127 0.37326 0.7 0.5 1.5
C -0.05437 -1.33612 1.29899 -0.1 -0.2 -0.8
C -1.25085 -0.59992 0.63941 -0.1 -1.4 0.9
C -1.35521 -0.48962 -0.88564 0.4 1.7 0.4
F -2.41972 0.29555 -1.11556 -0.7 0.7 -0.1
F -1.65729 -1.63869 -1.44904 0.3 -1.5 -0.3
C -0.14155 0.18580 -1.61155 -0.5 0.3 0.2
F -0.61287 1.17519 -2.38983 -0.3 0.7 -0.3
F 0.39843 -0.69839 -2.42989 0.8 -0.8 -0.3
C -1.53853 0.63185 1.48648 0.2 -0.7 1.7
O -2.94493 0.88385 1.51851 0.3 -0.6 -0.1
S -3.66584 -0.57370 1.52276 -1.8 0.5 -2.1
O -4.19794 -1.02754 2.74958 1.7 -0.1 1.3
O -4.65335 -0.48186 0.51324 0.0 0.0 -0.9
O -2.41288 -1.43943 0.97423 -0.7 0.8 0.9
O 2.28298 0.23966 0.72140 0.8 -1.0 -0.1
C 3.15378 1.24030 0.17360 -0.1 2.1 0.0
C 2.38159 2.58154 0.22714 -0.4 -1.2 -0.6
H 5.82834 -0.31706 2.88248 0.1 -0.2 0.1
H 4.19376 0.23125 2.59815 -0.1 0.0 0.0
H 4.41205 -1.32556 3.37723 0.2 0.0 0.2
H 5.08010 -0.76586 0.44281 -0.2 0.0 -0.1
H 5.59618 -2.16693 1.35956 0.0 -0.2 -0.3
H 1.15582 -3.03880 0.87877 0.0 -0.1 -0.1
H 0.53768 -2.37831 -0.60201 0.1 0.3 -0.2
H -0.49974 -2.06696 1.96570 -0.3 0.1 0.1
H 0.45197 -0.62423 1.94923 0.3 0.0 -0.2
H 0.57654 0.65492 -0.94003 0.2 -0.4 0.2
H -0.87788 1.49044 1.41927 -0.5 0.4 -0.8
H -1.35155 0.25242 2.50126 0.5 0.1 0.0
H 3.41438 1.07057 -0.86895 0.0 -0.6 0.1
H 4.08003 1.36162 0.73304 -0.1 -0.5 0.3
H 3.03616 3.42812 0.39316 -0.1 0.1 0.1
H 1.59246 2.49773 0.96918 0.2 0.3 0.4
H 1.86382 2.66534 -0.73039 0.1 0.5 0.0
C -2.15076 1.45768 -5.78906 0.1 0.1 0.0
C -1.11883 2.28208 -6.41771 -1.0 -0.8 0.6
N -0.31720 2.92374 -6.90646 0.9 0.7 -0.6
H -2.88934 2.09508 -5.30752 0.0 0.0 0.0
H -2.64474 0.84595 -6.54105 0.0 0.0 0.0
H -1.69968 0.80873 -5.04094 0.0 0.0 0.0
C -0.45825 3.28608 4.14614 0.2 -0.1 0.0
C 0.76324 2.52913 3.86282 -1.2 0.8 0.3
N 1.71552 1.94603 3.64313 1.0 -0.7 -0.3
H -0.68188 3.23872 5.20961 0.0 0.0 0.0
H -0.32253 4.32578 3.85594 0.0 0.0 0.0
H -1.29383 2.86661 3.58841 0.0 0.0 0.0
C -4.49923 -2.94289 -2.00695 -0.1 -0.1 0.0
C -5.48015 -3.92393 -2.47241 1.0 1.0 0.5
N -6.24183 -4.68722 -2.83422 -0.9 -0.9 -0.4
H -4.59263 -2.02445 -2.58230 0.0 0.0 0.0
H -4.66828 -2.71919 -0.95531 0.0 0.1 0.0
H -3.49420 -3.33967 -2.13056 0.0 0.0 0.0
```
Positions in Å, forces in eV/Å.

Properties
- total charge = 0
- SMILES string = CCOP(=O)(CC[C@]1(C(F)(F)C(F)F)COS(=O)(=O)O1)OCC.CC#N.CC#N.CC#N
- gap between HOMO and LUMO (eV) = 10.825